DFT (the ωB97M-V functional and the def2-TZVPD basis) results for C16H17MgN7 as an isolated structure at a distorted geometry.

```
! RIJCOSX wB97M-V def2-TZVPD def2/J DEFGRID3
* xyz 0 1
Mg -12.27343 -6.61563 -1.71403
N -16.83265 -6.32492 -0.69990
C -15.71298 -5.66239 -0.38072
N -14.66987 -6.39355 -0.64384
C -15.22868 -7.51879 -1.28206
N -16.53248 -7.47116 -1.30382
C -14.50736 -8.61215 -1.88669
C -15.19903 -9.67373 -2.39489
N -14.51039 -10.56841 -3.14127
C -13.21920 -10.47346 -3.17109
C -12.51531 -9.48979 -2.57156
N -13.19046 -8.50435 -1.97255
H -17.74520 -5.97969 -0.80551
H -15.78624 -4.73781 0.10351
H -16.27176 -9.78853 -2.33669
H -12.71576 -11.32351 -3.59718
H -11.41992 -9.39042 -2.60465
C -11.28631 -4.01242 -1.34528
N -11.75331 -5.04569 -0.40944
C -12.75607 -4.39704 0.45294
C -10.65689 -5.62697 0.36284
C -9.66157 -6.34355 -0.51721
C -8.32572 -6.21705 -0.11960
C -7.30158 -6.81231 -0.87029
C -7.67065 -7.36791 -2.09434
C -9.03903 -7.54744 -2.43074
C -10.07129 -7.02688 -1.64319
H -12.06748 -3.86529 -2.10516
H -10.38849 -4.31571 -1.86423
H -11.09423 -3.01123 -0.85584
H -13.60624 -4.08507 -0.11066
H -12.32387 -3.48031 0.86550
H -13.14671 -5.05847 1.26019
H -11.17047 -6.27274 1.07770
H -10.20438 -4.79885 0.90619
H -8.07574 -5.66427 0.77019
H -6.26407 -6.76160 -0.52786
H -6.90617 -7.86830 -2.71390
H -9.23748 -8.09055 -3.40838
N -14.29461 -5.45529 -4.01108
C -13.37607 -5.78181 -3.33756
*
```

Calculated values
E_LUMO (eV): -0.6
Total energy (eV): -32743.242
Kohn-Sham gap (eV): 7.590
E_HOMO (eV): -8.1405

DFT (the ωB97M-V functional and the def2-TZVPD basis) results for C13H19O9P2Pd as an isolated structure.

```
! RIJCOSX wB97M-V def2-TZVPD def2/J DEFGRID3
* xyz 1 1
Pd -1.80096 0.93360 -0.08181
O -3.08571 -0.21419 -3.66481
P -2.87944 0.00249 -2.13535
O -3.13650 1.44526 -1.70636
O -1.42720 -0.26247 -1.67392
O -3.84913 -1.01767 -1.42541
P -3.98722 -1.16533 0.24634
O -4.75637 0.20028 0.61199
O -4.75036 -2.37167 0.52967
O -2.56178 -0.96568 0.75639
H -4.00400 -0.23868 -3.96550
H -5.70709 0.04545 0.68525
O -2.89401 2.33424 2.40673
C -2.45482 1.98470 1.44030
C 1.15448 1.84087 -2.20158
C 1.98998 2.23976 -0.97031
C 1.22740 3.21723 -0.06435
C 2.48150 1.00736 -0.28326
C 3.77850 0.62471 -0.32450
C 4.19606 -0.59595 0.26720
C 3.34638 -1.50638 0.90394
C 2.01129 -1.23733 1.01076
C 1.05410 -2.22070 1.56894
C 0.18201 -2.76558 0.40937
C 0.17506 -1.70912 2.72791
C 1.53908 0.11766 0.48996
O 0.42647 0.49316 0.76391
H 0.85661 2.74634 -2.72965
H 0.25120 1.29671 -1.92049
H 1.72633 1.21862 -2.89026
H 2.88656 2.74989 -1.32890
H 0.19625 2.90319 0.08796
H 1.20681 4.19184 -0.55005
H 1.70497 3.33732 0.90860
H 4.51410 1.24116 -0.82418
H 5.24908 -0.84942 0.19733
H 3.74797 -2.43250 1.29294
H 1.66736 -3.04313 1.94254
H -0.43610 -1.98601 -0.03165
H -0.49023 -3.51436 0.82766
H 0.79137 -3.23685 -0.36261
H -0.68236 -1.15339 2.36368
H 0.74442 -1.10415 3.43519
H -0.20205 -2.58128 3.26038
*
```

Calculated values
E_LUMO (alpha / beta) (eV): -7.3 / -7.3
Total energy (eV): -54271.231
Kohn-Sham gap (alpha / beta) (eV): 5.019 / 5.036
E_HOMO (alpha / beta) (eV): -12.3668 / -12.3844

DFT (the ωB97M-V functional and the def2-TZVPD basis) results for one molecule with the formula C9H10O3 at a distorted geometry.

```
! RIJCOSX wB97M-V def2-TZVPD def2/J DEFGRID3
* xyz 0 1
C 2.20688 2.04113 1.40810
C 0.95532 0.55533 -0.04449
C 0.37822 0.51262 -1.32095
C -0.77452 -0.22674 -1.59455
C -1.49465 -0.23015 -2.89734
C -1.17913 -1.09006 -0.64659
C -0.64552 -1.12088 0.67329
C -1.07009 -2.03574 1.68287
C 0.37813 -0.22476 0.95649
H 1.87207 1.40345 2.24278
H 1.63832 2.97745 1.25014
H 3.25904 2.32370 1.42661
H 0.70769 1.18659 -2.13018
H -1.83315 0.78506 -3.26433
H -2.25985 -0.91988 -3.01588
H -0.76192 -0.46845 -3.69300
H -2.17535 -1.47383 -0.60574
H -1.82837 -2.69384 1.68253
H 0.36023 -0.71235 2.71385
O 2.06978 1.35843 0.09963
O -0.68569 -1.89905 2.91062
O 0.88257 -0.04805 2.16615
*
```

Calculated values
SMILES: COc1cc(C)cc(C=O)c1O
E_LUMO (eV): -0.5
Total energy (eV): -15635.631
Kohn-Sham gap (eV): 8.011
E_HOMO (eV): -8.4624

DFT (the ωB97M-V functional and the def2-TZVPD basis) results for C16H20Cl2N3O2S4W as an isolated structure at a distorted geometry.

```
! RIJCOSX wB97M-V def2-TZVPD def2/J DEFGRID3
* xyz 1 1
W 0.48921 0.75169 0.93887
C -2.59782 4.22909 1.78731
C -1.85719 3.05189 1.21483
S -0.24754 2.79423 1.90821
C -2.42423 2.30566 0.25076
C -3.76286 2.59071 -0.38027
S -1.33642 1.20159 -0.60255
H -2.10721 4.59607 2.68538
H -3.63009 3.97127 2.02753
H -2.62284 5.04292 1.05851
H -4.58712 2.33296 0.28894
H -3.89351 2.02771 -1.30365
H -3.86189 3.64952 -0.62411
N -1.36383 -0.03416 2.29802
C -2.41044 -1.04374 1.94367
C -3.03400 -0.84387 0.52481
C -1.93909 -0.45890 -0.42470
O -1.19977 -2.86877 -0.50733
O 0.32116 -1.40533 0.62578
H -0.91698 -0.34079 3.16043
H -1.81579 0.85104 2.50898
H -3.19290 -1.05177 2.70406
H -1.93157 -2.02207 1.97152
H -3.75976 -0.03074 0.52998
H -3.56763 -1.73613 0.20412
S 2.07341 0.00972 2.80517
C 3.16007 -0.78436 1.73866
N 3.06237 -2.03033 1.34068
C 4.19614 -2.58739 0.60309
C 4.93259 -1.38151 0.02352
S 4.57228 0.00116 1.15225
H 2.30959 -2.60160 1.69782
H 3.83876 -3.24936 -0.18331
H 4.82361 -3.15851 1.29010
H 4.56135 -1.11451 -0.96549
H 6.00547 -1.54374 -0.02758
Cl 3.37884 1.34733 -2.71019
C 2.13350 0.16353 -2.82297
C 1.94218 -0.52774 -4.00758
C 0.94792 -1.49135 -4.12079
C 0.13496 -1.77473 -3.03573
C 0.36450 -1.07781 -1.87034
Cl -0.72306 -1.50116 -0.47603
C 1.33925 -0.07669 -1.68731
N 1.46001 0.65398 -0.53921
H 2.57523 -0.29453 -4.85263
H 0.80673 -2.01754 -5.05367
H -0.64564 -2.52290 -3.08756
*
```

Calculated values
E_LUMO (eV): -3.5
Total energy (eV): -95679.132
Kohn-Sham gap (eV): 6.485
E_HOMO (eV): -9.9363

DFT (the ωB97M-V functional and the def2-TZVPD basis) results for C22H29HfN2O7PS2 as an isolated structure at a distorted geometry.

```
! RIJCOSX wB97M-V def2-TZVPD def2/J DEFGRID3
* xyz -1 2
Hf 0.60009 -0.75275 0.36859
O 2.62229 -1.82225 0.04009
C 2.91179 -2.66705 1.14169
C 2.44919 -2.01685 2.44669
N 1.03079 -1.68285 2.41169
C 0.16449 -2.83765 2.53479
C 0.05159 -3.52415 1.14269
O -0.13121 -4.72625 1.08349
O 0.19659 -2.72115 0.16209
C 0.75479 -0.60855 3.34549
C 1.32599 0.70005 2.71789
O 1.67519 1.59815 3.45839
O 1.40379 0.67455 1.44799
H 1.90099 -2.22395 -0.47811
H 4.00009 -2.80645 1.17819
H 2.44239 -3.64595 1.02069
H 3.00469 -1.08385 2.57579
H 2.68349 -2.68305 3.29199
H -0.84961 -2.51185 2.78609
H 0.50379 -3.56005 3.29269
H 1.20569 -0.77795 4.33469
H -0.32471 -0.48745 3.46519
C -4.23501 4.10015 -0.23291
C -2.79141 3.62775 -0.23791
O -2.70941 2.36845 0.41259
P -1.22491 1.74955 0.72189
S -1.76491 -0.15465 1.13979
S 0.05019 2.36015 -0.62251
O -0.82411 2.45575 2.12449
C -1.59511 2.30855 3.30509
C -2.56761 3.46675 3.47959
H -4.30751 4.99585 -0.84381
H -4.57021 4.33015 0.77599
H -4.88261 3.33125 -0.64571
H -2.14131 4.35645 0.26359
H -2.43121 3.51165 -1.26571
H -0.87681 2.28025 4.13029
H -2.14461 1.35815 3.26379
H -2.02351 4.40705 3.54469
H -3.15521 3.32255 4.38559
H -3.24091 3.50955 2.62669
C -1.49421 -3.64495 -3.73041
C -2.08911 -2.97665 -2.67161
C -1.42731 -1.95505 -2.02361
C -0.13061 -1.57525 -2.40171
C 0.45129 -2.25525 -3.48681
C -0.22281 -3.26945 -4.13431
N 0.55659 -0.62245 -1.67811
C 1.46089 0.19255 -2.32161
C 1.27659 0.60965 -3.65001
C 2.16299 1.47355 -4.25571
C 3.26439 1.95355 -3.56611
C 3.43979 1.58415 -2.24241
C 2.55759 0.72335 -1.62451
H -2.01221 -4.45165 -4.22931
H -3.08491 -3.25545 -2.35501
H -1.90051 -1.43195 -1.20451
H 1.45229 -1.98655 -3.79881
H 0.25269 -3.78145 -4.96221
H 0.40019 0.27165 -4.18411
H 1.98699 1.78675 -5.27701
H 3.95569 2.63445 -4.04121
H 4.27719 1.97335 -1.68091
H 2.68079 0.48485 -0.57431
*
```

Calculated values
E_LUMO (alpha / beta) (eV): 2.6 / 2.6
<S²>: 0.752
Total energy (eV): -72870.582
Kohn-Sham gap (alpha / beta) (eV): 3.986 / 6.997
E_HOMO (alpha / beta) (eV): -1.3589 / -4.4002

DFT (the ωB97M-V functional and the def2-TZVPD basis) results for a 5-piece molecular cluster, C21H53N4O5 overall at a distorted geometry.

```
! RIJCOSX wB97M-V def2-TZVPD def2/J DEFGRID3
* xyz 1 1
C 1.50219 0.48796 1.74550
C 0.43371 1.72111 1.62973
C -0.17129 1.94439 0.08589
C -1.13956 0.72766 -0.41978
C -0.21140 -0.36187 -1.28546
N -2.27236 1.11745 -1.33151
C -2.14684 2.37161 -2.16282
C -3.37913 3.40894 -1.71731
C -2.99576 4.77866 -0.90223
C -4.18745 5.32486 0.10411
N -3.86710 6.62440 0.80669
N -4.33420 2.40576 -1.11254
C -3.68553 1.07492 -0.80725
N -4.43949 0.10270 -0.20233
C -3.84216 -1.25859 0.07643
C -5.05393 -2.31747 0.44993
C -5.67344 -2.05028 1.97821
O -6.72689 -1.00576 1.95120
H 2.58876 0.83061 2.08828
H 1.65053 -0.14795 0.77606
H 1.09467 -0.22682 2.61011
H -0.48528 1.53966 2.36061
H 0.97801 2.69934 1.97582
H 0.79036 1.95093 -0.62051
H -0.66152 3.00707 0.10516
H -1.47119 0.13272 0.55301
H -0.91126 -0.88341 -2.07275
H 0.68399 0.14784 -1.84663
H 0.22118 -1.20606 -0.57745
H -1.09579 2.82708 -2.39925
H -2.48001 1.99164 -3.24272
H -3.72996 3.83422 -2.76373
H -2.00646 4.67803 -0.28570
H -2.80603 5.64977 -1.69455
H -5.21252 5.37620 -0.50491
H -4.36660 4.46130 0.90862
H -4.24980 6.49246 1.79102
H -4.54683 7.32820 0.38887
H -5.08544 2.75124 -0.47792
H -5.44646 0.33008 0.05965
H -3.20711 -1.14003 1.08040
H -3.13291 -1.66472 -0.78082
H -4.64222 -3.42741 0.44383
H -5.89702 -2.27912 -0.38545
H -6.20906 -3.04008 2.37669
H -4.81229 -1.77627 2.75363
H -7.01517 -0.88588 0.99741
C 4.47403 2.57548 5.93418
C 3.36408 2.32713 4.93388
O 3.54967 1.06709 4.30621
H 5.45030 2.55335 5.43892
H 4.34810 3.54522 6.42381
H 4.48766 1.79293 6.69983
H 3.36792 3.09881 4.15846
H 2.38546 2.33488 5.42364
H 3.53628 0.38797 5.00236
C 2.33745 -4.06447 -2.29550
C 2.79526 -3.52236 -0.95730
O 1.67537 -3.31313 -0.10985
H 1.64074 -3.36872 -2.77445
H 3.18881 -4.22710 -2.96239
H 1.80371 -5.01185 -2.16750
H 3.30860 -2.56511 -1.08748
H 3.48227 -4.21839 -0.46619
H 1.23129 -4.17064 0.00624
C 1.14715 -4.06039 -6.55852
C 1.94225 -5.32509 -6.30826
O 1.93728 -5.63502 -4.92261
H 1.56956 -3.22244 -5.99436
H 1.14492 -3.80504 -7.62191
H 0.11206 -4.18079 -6.22255
H 2.98102 -5.19311 -6.62498
H 1.51834 -6.17054 -6.85886
H 1.01093 -5.75858 -4.65314
C 5.77182 -0.28458 1.19952
C 6.26610 -1.28214 2.22658
O 6.49394 -0.62911 3.46664
H 6.50236 0.51921 1.06130
H 5.59559 -0.77140 0.23622
H 4.84073 0.18530 1.53280
H 7.20781 -1.73299 1.89994
H 5.53534 -2.08220 2.37992
H 5.64981 -0.23931 3.75216
*
```

Calculated values
E_LUMO (eV): -2.9
Total energy (eV): -38820.704
Kohn-Sham gap (eV): 8.530
E_HOMO (eV): -11.4175

no.,M (g/mol)
1,331.7
2,487.7
3,166.2
4,669.4
5,707.1
6,441.7